(1)
Entry from OMol25: 6 unconnected molecules or ions with the total composition C48H56F12N8P2 at a distorted geometry (ωB97M-V with the def2-TZVPD basis set).

Calculated values
Net charge   +6
Orbital gap   8.54 eV
HOMO level   -19.53 eV
E_tot   -113747.3355 eV

The geometry in XYZ format:
```
126
Properties=species:S:1:pos:R:3:lowdin_charge:R:1
C 23.0051 24.4206 18.0508 0.04
N 22.8051 23.0124 18.3936 -0.08
C 21.7343 22.6585 19.1301 0.04
C 21.5618 21.3033 19.4028 0.05
C 22.5143 20.3851 19.0383 -0.14
C 23.5943 20.7730 18.2314 0.07
C 23.6991 22.0953 17.9162 0.04
C 22.3098 18.9585 19.4151 -0.14
C 21.2934 18.2157 18.8793 0.04
C 21.0754 16.9518 19.3023 0.00
N 21.8239 16.4722 20.2752 -0.06
C 22.8988 17.2079 20.8533 0.07
C 23.1538 18.4683 20.4088 0.06
C 21.4998 15.1877 20.9652 0.04
H 23.5598 24.5361 17.1247 0.11
H 23.5646 24.8349 18.8974 0.13
H 22.0374 24.9164 17.9139 0.12
H 21.0655 23.4595 19.4642 0.16
H 20.6867 20.9841 20.0231 0.16
H 24.3267 20.0960 17.8520 0.14
H 24.4267 22.5151 17.2291 0.16
H 20.6020 18.6326 18.1477 0.15
H 20.3252 16.2553 18.7991 0.19
H 23.3528 16.7217 21.6884 0.14
H 24.0222 19.0265 20.7100 0.15
H 21.6666 15.3848 22.0177 0.11
H 22.1411 14.4068 20.5998 0.11
H 20.4693 14.8420 20.7172 0.12
C 10.1803 15.0753 15.6656 0.06
N 9.7826 14.4888 16.9681 -0.07
C 10.0560 13.1786 17.1204 0.02
C 9.6165 12.4452 18.2149 0.05
C 8.8659 13.0993 19.1956 -0.09
C 8.7723 14.5069 19.1141 0.07
C 9.2192 15.1501 17.9674 0.02
C 8.2701 12.2832 20.3679 -0.11
C 7.6397 11.0890 20.0062 0.05
C 7.0589 10.2909 20.9795 0.05
N 7.2212 10.6082 22.2926 -0.07
C 7.8043 11.7416 22.6301 0.01
C 8.3704 12.5814 21.6992 0.05
C 6.6274 9.6707 23.3143 0.07
H 11.0823 14.5187 15.3988 0.10
H 10.3730 16.1522 15.8245 0.10
H 9.3891 14.8393 14.8839 0.14
H 10.3730 12.8059 16.2124 0.12
H 9.7469 11.3897 18.1667 0.13
H 8.3137 15.1133 19.9300 0.16
H 9.0216 16.2119 17.8575 0.14
H 7.6665 10.8353 18.9388 0.14
H 6.5049 9.4184 20.7991 0.14
H 7.8243 11.9752 23.7008 0.17
H 9.0287 13.3368 22.0409 0.13
H 5.8833 9.0433 22.7932 0.11
H 6.1670 10.3289 24.1137 0.14
H 7.4233 9.0053 23.6545 0.12
C 17.3665 12.0407 12.4181 0.06
N 16.9564 11.2635 11.1833 -0.09
C 16.0024 10.3558 11.3870 -0.01
C 15.6009 9.6159 10.3108 0.06
C 16.1874 9.7655 9.0254 -0.13
C 17.2360 10.6609 8.9110 0.08
C 17.5486 11.4768 10.0030 0.04
C 15.5503 9.1217 7.8778 -0.16
C 14.3736 9.6868 7.4427 0.05
C 13.6513 9.0170 6.4460 0.06
N 14.0830 7.8306 5.9386 -0.05
C 15.2900 7.2917 6.3571 0.04
C 16.0399 7.9230 7.3289 0.07
C 13.4264 7.0605 4.8093 0.06
H 16.4161 12.1656 12.9483 0.10
H 17.7888 13.0584 12.1941 0.14
H 17.9864 11.3365 12.9705 0.12
H 15.5507 10.3093 12.3900 0.16
H 14.7879 8.9379 10.5001 0.14
H 17.7217 10.8144 7.9581 0.15
H 18.3869 12.1356 9.9841 0.15
H 14.1132 10.6383 7.8675 0.14
H 12.7050 9.4386 6.1351 0.16
H 15.4976 6.2889 5.9337 0.17
H 16.9025 7.4008 7.7235 0.15
H 13.2910 6.0357 5.0403 0.10
H 14.1257 7.1257 3.9193 0.15
H 12.4587 7.4962 4.6435 0.10
C 9.6961 26.2656 11.9263 0.08
N 10.4690 25.3892 12.9142 -0.06
C 9.7149 24.7809 13.8623 0.03
C 10.3192 24.0198 14.8329 0.06
C 11.7039 23.9605 14.8326 -0.11
C 12.4474 24.6204 13.8364 0.05
C 11.7916 25.3772 12.9171 0.00
C 12.4543 23.2310 15.8739 -0.13
C 12.2205 23.3035 17.2318 0.03
C 12.8233 22.4343 18.0503 0.01
N 13.7516 21.5718 17.5664 -0.03
C 13.9867 21.4538 16.2564 0.01
C 13.3950 22.3092 15.4114 0.04
C 14.4088 20.5714 18.4771 0.05
H 10.1812 26.2369 10.9636 0.11
H 9.6951 27.2695 12.3742 0.13
H 8.7506 25.8150 11.7982 0.09
H 8.6360 24.7627 13.7782 0.16
H 9.7473 23.4078 15.5531 0.16
H 13.5295 24.6097 13.8501 0.14
H 12.2264 26.0548 12.2004 0.16
H 11.4794 23.9350 17.6591 0.14
H 12.5044 22.3631 19.0566 0.15
H 14.7299 20.7218 15.9587 0.16
H 13.5935 22.3191 14.3631 0.13
H 15.4898 20.5754 18.4352 0.10
H 14.1220 19.5968 18.1382 0.09
H 14.1543 20.7909 19.4842 0.09
P 17.4111 17.9421 15.9095 0.10
F 17.1873 16.4528 16.4437 -0.16
F 16.8730 17.4285 14.4626 -0.18
F 15.9267 18.3592 16.2395 -0.15
F 17.6322 19.4449 15.2861 -0.19
F 17.9621 18.3967 17.3899 -0.20
F 18.9101 17.5892 15.4561 -0.17
P 10.5636 19.4496 16.9018 0.25
F 10.3126 17.9244 17.5239 -0.21
F 11.1731 19.8299 18.3565 -0.16
F 12.1369 19.0385 16.5302 -0.20
F 10.8723 20.8866 16.2602 -0.14
F 10.1755 18.9075 15.3989 -0.18
F 8.9998 19.8329 17.2044 -0.15
```


(2)
Entry from OMol25: a molecular structure, C48H57AsCsN3OPS4 (ωB97M-V with the def2-TZVPD basis set).

Calculated values
Net charge   -1
Orbital gap   5.90 eV
HOMO level   -3.94 eV
E_tot   -171238.9744 eV

The geometry in XYZ format:
```
116
Properties=species:S:1:pos:R:3:lowdin_charge:R:1
Cs -1.0296 0.8140 -0.1076 0.60
S -2.5803 3.2185 1.4633 0.35
C -1.7607 4.1988 2.6393 -0.76
C -2.0416 5.5788 2.7412 -0.15
C -1.4329 6.3975 3.6699 -0.12
C -0.5057 5.8784 4.5705 -0.13
C -0.2087 4.5291 4.5046 -0.14
C -0.7991 3.7050 3.5481 -0.56
S -0.3408 1.9881 3.4941 0.87
C 1.4831 2.1231 3.4573 -0.39
C 2.0392 0.8469 2.8943 -0.37
C 2.3502 -0.2234 3.7174 -0.05
C 2.8036 -1.4015 3.1355 -0.07
C 2.9410 -1.4608 1.7660 -0.04
C 2.6296 -0.3287 1.0076 -0.38
C 2.7432 -0.3545 -0.4858 -0.55
S 1.3029 -1.2575 -1.1624 0.50
C -0.5352 -2.1095 -3.1341 -0.47
C -0.4909 -3.4447 -2.7501 -0.13
C -1.6359 -4.0584 -2.2701 -0.11
C -2.8151 -3.3237 -2.1592 -0.10
C -2.8446 -1.9827 -2.4942 -0.11
C -1.6921 -1.3268 -2.9639 -0.77
S -1.5977 0.3662 -3.2715 0.46
N 2.1818 0.7956 1.5639 0.15
H -2.7669 5.9860 2.0483 0.08
H -1.6850 7.4516 3.7007 0.09
H -0.0336 6.5088 5.3133 0.09
H 0.4940 4.1003 5.2100 0.09
H 1.8716 2.3067 4.4589 0.07
H 1.7355 2.9555 2.8035 0.09
H 2.2208 -0.1372 4.7889 0.11
H 3.0343 -2.2650 3.7476 0.11
H 3.2635 -2.3652 1.2666 0.12
H 3.6716 -0.8500 -0.7839 0.06
H 2.7657 0.6801 -0.8347 0.06
H 0.4364 -3.9970 -2.7813 0.10
H -1.6030 -5.0988 -1.9780 0.08
H -3.7154 -3.8017 -1.7893 0.10
H -3.7535 -1.4046 -2.3803 0.10
C -2.7526 -6.5141 2.2447 -0.06
C -1.9290 -6.1001 1.0325 -0.21
N -0.5106 -6.4051 1.1949 -0.06
C -0.0711 -7.7335 0.7913 -0.21
C 0.5127 -7.7273 -0.6149 -0.07
C 0.3711 -5.6341 1.8922 -0.42
O 1.4782 -6.0467 2.2084 0.06
C -0.0490 -4.2449 2.2798 -0.13
C -0.1089 -3.9026 3.6232 -0.02
C -0.4301 -2.6019 3.9655 -0.05
C -0.6628 -1.6898 2.9447 -0.18
N -0.5821 -1.9992 1.6543 0.06
C -0.2818 -3.2526 1.3323 -0.10
H -3.8123 -6.3361 2.0629 0.07
H -2.4545 -5.9335 3.1193 0.07
H -2.6140 -7.5730 2.4718 0.07
H -2.0653 -5.0437 0.8309 0.09
H -2.2732 -6.6326 0.1439 0.12
H -0.9310 -8.4048 0.8500 0.11
H 0.6768 -8.0751 1.5054 0.11
H -0.2188 -7.3665 -1.3408 0.06
H 0.8208 -8.7319 -0.9094 0.07
H 1.3827 -7.0720 -0.6509 0.08
H 0.1090 -4.6474 4.3794 0.12
H -0.4837 -2.2864 4.9989 0.11
H -0.9055 -0.6576 3.1725 0.04
H -0.1923 -3.4605 0.2703 0.09
C -4.6633 -2.9260 1.1212 -0.19
C -4.6841 -2.0365 2.3612 -0.46
As -3.7840 -0.3247 1.9756 1.15
C -3.8910 0.5132 3.7549 -0.45
C -5.1886 0.3911 4.5442 -0.17
C -5.2203 0.6363 1.0098 -0.43
C -6.6612 0.1678 1.1833 -0.17
H -5.1327 -3.8956 1.3062 0.06
H -3.6376 -3.0964 0.7871 0.04
H -5.1917 -2.4563 0.2877 0.06
H -4.1202 -2.5047 3.1737 0.06
H -5.7027 -1.8779 2.7181 0.05
H -3.6390 1.5589 3.5639 0.02
H -3.0566 0.0971 4.3277 0.04
H -6.0178 0.8698 4.0230 0.05
H -5.0927 0.8809 5.5166 0.06
H -5.4617 -0.6503 4.7262 0.05
H -4.9467 0.5937 -0.0473 0.05
H -5.0973 1.6796 1.3093 0.03
H -6.7985 -0.8565 0.8310 0.05
H -7.3403 0.8026 0.6085 0.07
H -6.9834 0.1993 2.2240 0.05
C 1.7115 0.3856 -3.7414 -0.25
P 0.8565 -1.2206 -3.8932 0.92
C 0.1181 -1.0269 -5.6012 -0.29
C 0.1932 0.1582 -6.3323 -0.10
C -0.3880 0.2691 -7.5860 -0.09
C -1.0747 -0.8029 -8.1369 -0.10
C -1.1941 -1.9752 -7.4079 -0.08
C -0.6124 -2.0776 -6.1526 -0.09
C 2.2247 -2.3943 -4.2519 -0.28
C 3.5365 -2.0491 -3.9310 -0.08
C 4.5947 -2.8960 -4.2195 -0.08
C 4.3660 -4.1157 -4.8391 -0.09
C 3.0693 -4.4689 -5.1751 -0.08
C 2.0134 -3.6142 -4.8923 -0.09
H 2.4134 0.3542 -2.9182 0.00
H 0.9685 1.1510 -3.5519 0.02
H 2.2352 0.5669 -4.6814 0.06
H 0.6727 1.0292 -5.9126 0.09
H -0.3206 1.2067 -8.1229 0.10
H -1.5343 -0.7162 -9.1132 0.10
H -1.7582 -2.8093 -7.8056 0.10
H -0.7784 -2.9809 -5.5796 0.10
H 3.7476 -1.1195 -3.4237 0.09
H 5.6002 -2.6012 -3.9471 0.10
H 5.1905 -4.7818 -5.0582 0.10
H 2.8705 -5.4138 -5.6649 0.10
H 1.0187 -3.9184 -5.1796 0.09
```